The following is a DFT calculation (wB97M-V/def2-TZVPD) of a cluster of 9 separate species, C51H94F4N4O17 in total at a distorted geometry.

```
170
Properties=species:S:1:pos:R:3:forces:R:3
C -16.502 24.803 -4.043 0.282 0.509 -0.563
C -17.983 24.644 -4.450 0.463 -1.388 0.814
C -18.026 23.645 -5.620 -0.250 0.785 -0.733
C -18.728 23.939 -3.299 0.586 0.783 0.866
C -19.112 24.915 -2.181 -0.005 -0.214 -0.290
C -19.946 26.041 -2.769 -0.285 -0.233 0.361
C -19.182 26.812 -3.840 0.806 0.933 0.509
C -20.137 27.777 -4.532 -0.348 -0.399 -1.456
C -18.052 27.687 -3.223 0.135 -0.735 0.667
N -18.671 25.862 -4.812 -1.003 -0.424 -0.833
O -17.982 26.551 -5.851 0.277 -0.012 0.190
H -16.342 25.216 -3.048 -0.131 -0.144 0.097
H -15.977 23.851 -4.133 -0.141 -0.099 0.220
H -16.006 25.476 -4.749 -0.069 0.037 0.053
H -17.708 22.638 -5.362 0.182 0.080 0.288
H -19.049 23.564 -5.996 -0.014 0.027 0.053
H -17.400 24.019 -6.440 0.040 -0.225 0.016
H -19.603 23.387 -3.641 -0.044 0.045 -0.120
H -18.014 23.250 -2.849 -0.160 -0.400 -0.326
H -19.592 24.345 -1.379 -0.357 0.218 -0.086
H -18.226 25.345 -1.703 0.119 -0.017 -0.169
H -20.280 26.718 -1.977 0.108 0.197 -0.141
H -20.859 25.656 -3.234 0.056 -0.191 0.016
H -20.833 27.229 -5.183 -0.107 -0.218 0.432
H -19.604 28.375 -5.275 0.134 0.323 0.423
H -20.730 28.400 -3.868 0.254 0.066 0.241
H -17.635 28.377 -3.951 -0.242 0.258 0.068
H -17.202 27.109 -2.850 -0.143 -0.224 -0.198
H -18.436 28.160 -2.315 -0.059 0.530 -0.342
H -18.268 26.086 -6.645 -0.116 0.145 -0.043
C -21.258 9.547 0.637 0.324 0.326 -0.388
C -20.744 10.754 -0.171 0.427 -0.247 1.123
C -19.209 10.695 -0.131 0.547 0.132 -0.681
C -21.296 10.682 -1.586 0.391 0.135 -0.742
C -21.239 12.008 -2.341 -0.041 -0.259 -0.336
C -21.951 13.078 -1.558 0.361 0.691 -0.150
C -21.337 13.270 -0.160 0.300 -0.276 -0.343
C -19.965 13.934 -0.280 0.294 0.494 0.794
C -22.285 14.177 0.616 -0.265 -0.293 0.537
N -21.291 11.952 0.487 -1.459 0.095 -0.627
O -20.968 12.056 1.852 0.608 0.003 0.035
H -22.348 9.525 0.630 -0.010 -0.038 0.098
H -20.862 8.640 0.178 -0.121 -0.109 0.086
H -20.873 9.633 1.651 -0.120 -0.212 0.071
H -18.789 10.955 0.841 -0.242 0.097 0.082
H -18.812 9.709 -0.390 -0.313 -0.117 0.090
H -18.763 11.355 -0.881 -0.059 0.105 0.139
H -20.714 9.984 -2.197 -0.023 -0.325 0.413
H -22.319 10.302 -1.546 -0.083 0.151 -0.037
H -20.208 12.305 -2.564 0.072 -0.047 0.381
H -21.653 11.878 -3.347 -0.305 -0.002 0.162
H -23.025 12.884 -1.495 0.029 -0.178 0.151
H -21.832 14.045 -2.061 -0.156 -0.060 -0.033
H -20.052 14.925 -0.730 0.017 -0.100 -0.208
H -19.197 13.350 -0.782 -0.230 -0.009 -0.311
H -19.566 14.121 0.724 -0.086 -0.084 0.013
H -21.860 14.584 1.535 0.219 0.011 -0.132
H -23.142 13.573 0.926 -0.117 0.127 -0.159
H -22.643 14.999 -0.003 0.082 0.033 -0.055
H -21.794 11.853 2.303 0.004 -0.005 0.005
C -16.009 21.907 3.219 -0.350 0.480 0.306
C -15.387 22.111 1.839 0.002 -0.583 0.012
C -14.951 20.708 1.382 0.501 -0.535 -0.129
C -16.470 22.602 0.865 0.580 -0.023 -0.861
C -15.926 23.274 -0.409 0.527 -0.115 0.423
C -14.830 24.284 -0.068 -1.141 0.111 0.500
C -13.695 23.695 0.779 0.153 0.160 -0.768
C -12.868 22.756 -0.125 0.017 -0.430 0.312
C -12.831 24.871 1.248 -0.262 -0.198 0.262
N -14.272 23.066 1.971 -0.907 0.561 -0.105
O -13.249 22.494 2.761 0.217 -0.354 -0.025
H -16.305 22.848 3.695 0.262 0.121 -0.184
H -16.947 21.353 3.142 0.187 -0.326 -0.090
H -15.310 21.398 3.882 -0.108 -0.129 0.034
H -14.296 20.220 2.107 -0.025 0.157 0.074
H -15.814 20.052 1.241 -0.105 0.093 0.174
H -14.414 20.684 0.436 -0.069 0.241 -0.088
H -16.927 21.684 0.494 -0.617 0.153 0.315
H -17.219 23.240 1.334 0.088 0.017 0.203
H -15.543 22.507 -1.083 -0.106 0.026 -0.093
H -16.760 23.767 -0.903 0.039 0.006 -0.228
H -15.348 25.061 0.511 0.316 0.098 0.099
H -14.448 24.781 -0.961 0.222 -0.155 -0.019
H -12.195 22.160 0.496 0.242 0.196 -0.137
H -12.326 23.315 -0.887 0.195 0.109 0.224
H -13.477 22.042 -0.677 -0.211 0.093 0.037
H -13.488 25.604 1.719 0.041 0.124 -0.112
H -12.325 25.314 0.391 0.076 0.102 0.095
H -12.112 24.573 2.010 0.205 -0.114 -0.229
H -13.321 22.946 3.607 0.013 0.085 -0.030
C -21.144 16.830 -6.905 0.084 0.242 0.160
C -19.626 16.782 -7.146 0.080 -0.053 0.714
C -19.041 18.204 -7.174 -0.540 -0.210 -0.359
C -18.941 16.070 -5.953 -0.717 -0.142 -0.004
C -19.063 14.561 -6.047 0.080 0.423 0.512
C -18.432 14.068 -7.332 -0.396 -0.814 0.382
C -19.095 14.657 -8.577 -0.026 0.015 -0.085
C -18.144 14.460 -9.765 -0.234 0.113 0.087
C -20.422 13.949 -8.870 -0.091 -0.077 -0.125
N -19.273 16.104 -8.390 1.128 0.103 -0.113
O -19.971 16.649 -9.510 0.008 0.109 0.459
H -21.529 15.828 -6.720 -0.168 0.026 -0.154
H -21.363 17.434 -6.023 0.112 -0.069 0.046
H -21.668 17.303 -7.734 0.033 -0.250 -0.156
H -19.311 18.768 -6.283 -0.119 -0.032 0.007
H -17.954 18.167 -7.218 0.017 0.001 -0.283
H -19.467 18.718 -8.042 0.261 0.302 0.111
H -17.900 16.384 -5.854 0.071 -0.054 -0.152
H -19.486 16.399 -5.062 0.222 0.181 0.032
H -18.630 14.095 -5.156 0.228 -0.030 -0.171
H -20.126 14.311 -5.970 0.023 -0.161 -0.327
H -18.557 12.979 -7.331 0.019 0.036 -0.413
H -17.350 14.219 -7.354 -0.022 0.384 0.140
H -17.139 14.805 -9.518 -0.014 0.045 0.048
H -18.507 15.043 -10.611 0.018 -0.192 -0.120
H -18.097 13.402 -10.025 0.022 0.012 -0.109
H -20.263 12.899 -9.126 0.105 0.009 0.068
H -20.904 14.416 -9.729 -0.079 0.045 0.094
H -21.100 13.983 -8.016 -0.032 0.061 -0.025
H -19.439 17.430 -9.700 -0.047 -0.057 -0.313
O -17.841 16.533 1.569 0.373 -0.127 0.033
C -17.575 16.798 2.696 -0.758 0.490 -0.100
O -18.481 17.301 3.574 0.126 -0.148 0.037
C -17.783 17.701 4.742 0.330 0.200 0.691
C -16.506 16.886 4.666 0.019 0.573 -0.394
F -16.671 15.665 5.243 0.035 -0.112 0.072
O -16.353 16.717 3.273 0.093 -0.325 0.117
H -17.584 18.775 4.717 0.121 -0.034 -0.212
H -18.312 17.503 5.673 -0.334 -0.301 -0.295
H -15.615 17.365 5.065 0.060 -0.114 -0.003
O -20.319 20.800 -4.953 0.083 -0.056 0.050
C -20.938 20.013 -4.323 -0.101 0.267 -0.099
O -22.165 20.241 -3.783 0.018 -0.038 -0.183
C -22.710 18.971 -3.421 0.676 -0.250 0.165
C -21.437 18.207 -3.097 -0.413 0.028 0.070
F -21.585 16.874 -3.303 0.171 0.038 -0.108
O -20.527 18.746 -4.037 -0.080 -0.034 0.224
H -23.359 19.058 -2.557 -0.233 0.135 -0.192
H -23.158 18.504 -4.300 -0.357 0.029 0.188
H -21.078 18.372 -2.079 0.191 -0.131 -0.045
O -12.334 17.122 2.658 -0.210 0.001 -0.047
C -12.397 17.455 1.524 0.619 -0.124 0.015
O -11.348 17.554 0.675 -0.020 0.278 0.081
C -11.794 18.280 -0.477 -0.131 -0.307 -0.129
C -13.271 17.909 -0.499 0.773 0.714 0.159
F -13.448 16.689 -1.088 0.157 0.156 -0.171
O -13.536 17.811 0.870 -0.778 -0.266 -0.005
H -11.656 19.348 -0.302 -0.047 0.036 -0.078
H -11.249 17.955 -1.358 0.007 -0.089 0.057
H -13.937 18.635 -0.961 -0.047 -0.027 0.077
O -17.363 21.029 -2.212 0.010 -0.137 -0.139
C -17.282 19.852 -2.106 -0.156 0.127 0.277
O -16.184 19.195 -1.678 0.569 -0.141 -0.253
C -16.506 17.827 -1.395 -0.909 0.126 -0.034
C -17.821 17.667 -2.156 -0.400 -0.556 -0.332
F -18.780 16.956 -1.498 0.145 0.257 0.331
O -18.287 18.976 -2.359 0.258 0.166 0.156
H -15.808 17.092 -1.783 0.495 0.444 0.068
H -16.610 17.760 -0.313 -0.218 -0.433 -0.027
H -17.719 17.169 -3.124 0.137 0.125 -0.028
C -14.995 13.777 2.139 -0.422 -0.236 0.114
C -14.624 13.907 0.679 0.694 0.350 0.272
C -15.377 14.928 -0.139 -0.531 -0.627 0.303
O -13.701 13.275 0.223 -0.077 -0.140 -0.213
H -14.649 12.822 2.530 -0.090 -0.098 -0.141
H -16.077 13.876 2.259 0.037 -0.056 0.103
H -14.534 14.539 2.770 0.067 0.263 -0.328
H -15.517 15.813 0.481 0.094 0.162 -0.222
H -16.385 14.539 -0.323 -0.028 0.006 0.023
H -14.879 15.109 -1.086 -0.044 -0.050 0.181
```
Positions in Å, forces in eV/Å.

The value obtained for the largest force on an atom is 0.0326 Eh/bohr. The value obtained for the HOMO-LUMO gap is 8.2 eV. The SMILES is CC1(C)CCCC(C)(C)N1O.CC1(C)CCCC(C)(C)N1O.CC1(C)CCCC(C)(C)N1O.CC1(C)CCCC(C)(C)N1O.O=C1OC[C@@H](F)O1.O=C1OC[C@@H](F)O1.O=C1OC[C@@H](F)O1.O=C1OC[C@@H](F)O1.CC(C)=O. For the molecular weight, the calculation gives 1111.32 Da.